[1]
Molecular formula: C4H6ErO2
Method: DFT, ωB97M-V/def2-TZVPD

The total charge is +1. The expectation value of S² is 3.759. The value obtained for the highest occupied orbital energy (spin up / spin down) is -0.4173 / -0.4172 Eh. For the LUMO energy (spin up / spin down), the calculation gives -0.222 / -0.218 Ha. The spin multiplicity is 4. For the maximum force, the calculation gives 5.03 eV Å⁻¹.

Each line ends with the Löwdin spin population.
Atoms and positions in Å:
O 2.10 1.94 -0.86  0.000
C 0.78 1.57 -0.56  -0.007
C 0.48 0.85 0.60  -0.004
C -0.78 0.66 1.20  0.056
C -1.38 -0.70 1.52  0.004
O -1.04 -1.67 0.56  0.006
Er 0.02 -1.00 -0.99  2.940
H 2.38 2.65 -0.27  0.000
H 0.00 2.24 -0.98  -0.001
H -1.56 1.31 0.76  0.003
H 0.70 0.31 1.75  0.001
H -2.48 -0.62 1.59  0.000
H -0.98 -1.03 2.50  0.001

---

[2]
Molecular formula: C2H3INOS
Method: DFT, ωB97M-V/def2-TZVPD

The total charge is +1. The value obtained for the highest occupied orbital energy (spin up / spin down) is -0.4762 / -0.4744 Eh. For the LUMO energy (spin up / spin down), the calculation gives -0.268 / -0.269 Ha. For the maximum force, the calculation gives 3.07 eV Å⁻¹.

Each line ends with the natural charge from an NBO analysis.
Atoms and positions in Å:
C -1.31 1.01 -0.54  -0.359
C -1.68 2.22 -0.36  0.593
N -0.13 0.23 -0.77  -0.700
O -2.28 3.21 -0.15  -0.380
S -5.01 0.68 -0.23  -0.123
I -3.35 -0.78 0.20  0.602
H -0.05 -0.10 -1.78  0.448
H 0.01 -0.64 -0.23  0.449
H 0.65 0.95 -0.59  0.470

---

[3]
Molecular formula: C33H72N2O5OsSSi5Te
Method: DFT, ωB97M-V/def2-TZVPD

The value obtained for the highest occupied orbital energy is -0.2317 Eh. For the LUMO energy, the calculation gives 0.001 Ha. For the maximum force, the calculation gives 5.52 eV Å⁻¹.

Each line ends with the Löwdin charge.
Atoms and positions in Å:
Os 1.01 0.39 -1.02  0.794
C -0.79 0.87 2.12  -0.078
C 0.61 0.81 2.69  -0.612
C 0.78 -0.49 3.48  -0.012
C 0.86 2.01 3.59  -0.017
O 1.49 0.85 1.54  -0.232
Si 3.15 0.65 1.45  -0.127
S 3.51 0.85 -0.59  0.426
O 3.93 1.71 2.43  -0.147
C 4.43 3.05 2.30  -0.642
C 3.51 3.92 1.45  -0.037
C 5.82 2.98 1.68  -0.032
C 4.52 3.61 3.71  -0.029
O 3.44 -0.82 2.10  -0.154
C 4.60 -1.68 2.11  -0.633
C 4.41 -2.61 3.30  -0.029
C 5.87 -0.85 2.29  -0.033
C 4.66 -2.47 0.82  -0.038
H -1.53 0.87 2.92  0.084
H -0.96 0.02 1.47  0.047
H -0.90 1.78 1.53  0.067
H 0.01 -0.55 4.25  0.096
H 1.77 -0.53 3.95  0.085
H 0.69 -1.35 2.81  0.080
H 0.19 1.97 4.46  0.096
H 0.67 2.94 3.05  0.087
H 1.89 2.01 3.94  0.075
H 3.58 3.62 0.40  0.045
H 3.80 4.97 1.54  0.093
H 2.48 3.80 1.79  0.077
H 5.77 2.49 0.70  0.068
H 6.50 2.41 2.32  0.088
H 6.23 3.99 1.54  0.090
H 3.52 3.75 4.13  0.080
H 5.04 4.57 3.70  0.089
H 5.07 2.92 4.35  0.091
H 4.39 -2.04 4.23  0.089
H 5.22 -3.34 3.34  0.089
H 3.46 -3.15 3.19  0.088
H 5.78 -0.20 3.16  0.087
H 6.04 -0.22 1.41  0.081
H 6.74 -1.51 2.42  0.091
H 3.79 -3.12 0.74  0.080
H 5.56 -3.08 0.79  0.096
H 4.66 -1.79 -0.04  0.056
C 1.64 0.77 -5.50  -0.001
O 1.52 1.98 -4.72  0.013
C 1.38 1.78 -3.42  -0.605
O 1.39 0.68 -2.87  -0.264
N 1.22 2.94 -2.75  0.040
N 1.30 2.75 -1.39  -0.081
H 1.61 1.09 -6.54  0.098
H 0.81 0.10 -5.29  0.100
H 2.58 0.27 -5.29  0.103
H 1.49 3.81 -3.18  0.168
H 0.83 3.47 -0.86  0.115
H 2.26 2.65 -1.07  -0.030
C -3.93 -1.76 -3.44  -0.224
Si -4.54 -1.43 -1.70  0.314
C -6.42 -1.48 -1.72  -0.216
C -3.95 -2.81 -0.56  -0.209
Si -3.74 0.65 -0.97  0.122
Te -1.34 0.79 -1.84  0.655
Si -4.31 0.95 1.29  0.338
C -6.19 1.03 1.35  -0.214
C -3.83 -0.51 2.37  -0.219
C -3.75 2.57 2.07  -0.214
Si -4.59 2.46 -2.21  0.285
C -6.46 2.53 -2.21  -0.212
C -4.03 2.40 -4.00  -0.235
C -3.95 4.07 -1.49  -0.222
H -4.17 -2.78 -3.76  0.035
H -2.84 -1.63 -3.50  -0.008
H -4.39 -1.06 -4.15  0.023
H -6.77 -2.44 -2.13  0.033
H -6.83 -0.68 -2.34  0.014
H -6.83 -1.38 -0.71  0.012
H -3.99 -3.78 -1.07  0.039
H -4.59 -2.88 0.33  0.025
H -2.93 -2.64 -0.23  -0.008
H -6.64 0.14 0.89  0.012
H -6.57 1.91 0.81  0.011
H -6.55 1.09 2.38  0.037
H -4.54 -1.33 2.22  0.024
H -3.85 -0.23 3.43  0.037
H -2.83 -0.89 2.14  0.002
H -4.33 3.40 1.65  0.019
H -2.70 2.79 1.90  0.003
H -3.93 2.55 3.15  0.038
H -6.90 1.62 -2.63  0.015
H -6.81 3.38 -2.80  0.033
H -6.86 2.65 -1.19  0.009
H -4.38 1.49 -4.50  0.022
H -2.94 2.41 -4.06  -0.009
H -4.42 3.26 -4.55  0.031
H -4.38 4.27 -0.50  0.014
H -4.19 4.91 -2.15  0.032
H -2.86 4.03 -1.37  0.013
C -0.30 -3.04 0.45  -0.040
C 0.43 -2.75 -0.86  -0.546
C -0.56 -2.72 -2.03  -0.074
C 1.15 -1.45 -0.64  -0.248
C 1.47 -3.84 -1.18  -0.183
C 1.18 -5.19 -0.98  -0.034
C 2.10 -6.17 -1.30  -0.082
C 3.33 -5.83 -1.85  -0.095
C 3.62 -4.49 -2.08  -0.082
C 2.69 -3.51 -1.75  -0.050
H -0.87 -2.15 0.75  0.065
H 0.40 -3.28 1.25  0.092
H -1.01 -3.86 0.34  0.081
H -1.35 -2.00 -1.84  -0.026
H -1.01 -3.71 -2.18  0.094
H -0.05 -2.43 -2.95  0.093
H 1.88 -1.56 0.18  0.039
H 0.22 -5.48 -0.56  0.110
H 1.85 -7.22 -1.14  0.100
H 4.05 -6.60 -2.10  0.098
H 4.57 -4.21 -2.51  0.104
H 2.93 -2.46 -1.94  0.110

---

In eV, the ΔE to the lowest compared entry with this formula, charge and spin values for the records above are, in order, 1.832; 1.619; 1.502.